(1)
Here is a 9-piece molecular cluster, ClH16O12 overall at a distorted geometry from the Open Molecules 2025 dataset. Energies are from wB97M-V/def2-TZVPD.

Atoms and positions in Å:
Cl 0.96864 1.13981 0.21827
O -0.94619 -1.58288 1.75246
O -0.13040 0.18361 -0.22304
O 2.70142 -1.06346 3.07725
O 0.35105 2.21155 1.08201
O -1.89855 2.89329 -0.32593
O -0.50646 -2.31123 -2.33182
O 0.48255 0.21563 -3.01728
O -1.37045 1.05138 3.11060
O 1.96933 0.39826 1.01525
O -2.64177 -0.07811 -1.06662
O 1.55839 1.71110 -1.05731
O 1.93664 -1.82312 -1.18142
H -1.13411 3.00569 0.19364
H -0.29135 -1.36206 -2.62351
H -1.85879 1.97638 -0.36234
H -3.15939 -0.75714 -0.55773
H -1.54630 -1.14127 2.32326
H -1.77751 -0.35212 -0.83071
H 1.55718 -1.97474 -2.08138
H -0.74352 1.41284 2.49332
H 2.53370 -0.73977 2.21801
H -1.04071 -2.55287 -3.11941
H 0.78073 0.85585 -2.35809
H -0.41468 -0.87465 1.42802
H 1.38186 -1.14110 -0.83175
H -1.51033 1.77578 3.75399
H 1.15590 0.30603 -3.67428
H 3.59310 -1.38268 2.97653

Values from the calculation:
Lowest unoccupied orbital energy (eV): 3.031
E_HOMO (eV): -7.435
Charge: -1
Kohn-Sham gap (eV): 10.5


(2)
Here is a 9-piece molecular cluster, ClH16O8 overall at a distorted geometry from the Open Molecules 2025 dataset. Energies are from wB97M-V/def2-TZVPD.

Atoms and positions in Å:
Cl -0.15459 -0.03057 0.14942
O -1.57325 -0.25834 2.79139
O 2.83473 -0.08817 0.90318
O 1.73151 -2.48099 -0.20181
O -0.47288 2.95475 1.68982
O 2.17163 2.19968 -0.48423
O -1.00348 -3.19673 -0.58042
O -1.41818 -1.19624 -2.75726
O -2.22389 2.07501 -1.00183
H -0.87658 -3.67234 0.20465
H 1.04287 -1.85786 0.05260
H 3.45843 -0.65157 0.37707
H -2.22198 0.45636 2.91286
H 1.99674 3.08512 -0.18905
H -1.31036 -2.32173 -0.34707
H 1.37400 1.65786 -0.42371
H -1.05874 -0.06066 2.05295
H -1.89470 1.95935 -1.91659
H -0.14217 2.09923 1.57388
H 1.92441 -0.15890 0.67665
H -0.89737 -1.18001 -3.54881
H -0.76710 -0.99099 -2.11173
H 1.22788 -3.23560 -0.38803
H -1.80078 1.35614 -0.52225
H 0.05385 3.53719 1.08830

Values from the calculation:
Lowest unoccupied orbital energy (eV): 3.341
E_HOMO (eV): -6.834
Charge: -1
Kohn-Sham gap (eV): 10.2


(3)
Here is a 2-piece molecular cluster, ClH2N2P overall at a distorted geometry from the Open Molecules 2025 dataset. Energies are from wB97M-V/def2-TZVPD.

Atoms and positions in Å:
Cl -2.01858 -2.24725 0.26834
P -1.18882 0.92867 0.11064
N 0.33622 0.82400 -0.10019
N 1.60713 0.76224 -0.17127
H 2.12149 1.56718 -0.06935
H -0.85744 -1.83483 -0.03817

Values from the calculation:
Lowest unoccupied orbital energy (eV): -0.417
E_HOMO (eV): -8.461
Kohn-Sham gap (eV): 8.0


(4)
Here is one molecule with the formula ClH2NO2S at a distorted geometry from the Open Molecules 2025 dataset. Energies are from wB97M-V/def2-TZVPD.

Atoms and positions in Å:
Cl -1.28393 -1.53017 0.99703
S 0.10907 -0.12260 0.63409
O -0.37155 1.24707 1.31892
O 1.44311 -0.48840 0.81536
N -0.07715 0.02513 -1.00009
H 0.85794 0.19221 -1.21843
H -0.67749 0.67676 -1.54687

Values from the calculation:
SMILES string: NS(=O)(=O)Cl
Lowest unoccupied orbital energy (eV): -0.287
E_HOMO (eV): -10.889
Kohn-Sham gap (eV): 10.6


(5)
Here is a 2-piece molecular cluster, ClH2NO2Si overall at a distorted geometry from the Open Molecules 2025 dataset. Energies are from wB97M-V/def2-TZVPD.

Atoms and positions in Å:
Cl -2.34829 1.72570 -0.10057
Si -1.43503 -0.02842 -0.05122
O 2.48072 -1.01041 -0.43972
O 2.32596 0.91405 0.58885
N 1.89050 -0.10450 0.10275
H -1.51076 -0.74993 1.19996
H -1.40310 -0.74649 -1.30006

Values from the calculation:
Lowest unoccupied orbital energy (spin up / spin down) (eV): -1.907 / -0.996
E_HOMO (spin up / spin down) (eV): -7.718 / -10.132
Kohn-Sham gap (spin up / spin down) (eV): 5.8 / 9.1


(6)
Here is one molecule with the formula ClH2NOS at a distorted geometry from the Open Molecules 2025 dataset. Energies are from wB97M-V/def2-TZVPD.

Atoms and positions in Å:
Cl -0.86023 0.65465 1.90923
S -0.80255 0.19678 -0.11386
O -0.31758 1.58416 -0.72828
N 0.40290 -0.92105 -0.07068
H 1.19310 -0.35091 0.04287
H 0.38436 -1.16363 -1.03928

Values from the calculation:
Lowest unoccupied orbital energy (eV): -0.147
E_HOMO (eV): -10.359
Kohn-Sham gap (eV): 10.2


So what do the calculations give for energy relative to the best compared isomer or geometry (same formula, charge and spin)? Going down the list: 136.6 121.8 295.9 93.8 299.8 39.9 kJ/mol.